# 1
The following is a quantum chemistry calculation of a 12-piece molecular cluster, C40H58Br2N13O3S overall, from the OMol25 dataset.

Summary:
* molar mass: 960.87 g/mol
* HOMO-LUMO gap: 6.079 eV
* energy: -218843.82533 eV
* HOMO level: -4.637 eV
* E_LUMO: 0.0530 hartree

```
! RIJCOSX wB97M-V def2-TZVPD def2/J DEFGRID3
* xyz -1 1
C 2.1477 3.7492 1.7474
C 3.7018 3.4905 1.5049
Br 4.8474 5.0862 1.0982
C 4.2856 2.2005 1.5561
Br 6.2603 2.1270 1.1962
C 3.4755 0.8266 1.9145
C 2.3566 0.6145 0.7913
C 1.8780 -0.8965 0.5547
C 0.3599 -0.8713 -0.0256
N -0.6872 -0.8258 1.0515
C -1.2272 0.5442 1.2582
C -2.7635 0.6102 1.6916
C -3.2309 1.9577 2.3667
C -4.6816 2.2496 2.8186
C -5.7534 1.1514 2.6005
C -5.3100 -0.1988 1.9476
C -3.8356 -0.4901 1.4862
O -3.4831 -1.7454 0.8685
N 3.0267 0.9734 3.3076
C 1.9786 0.0486 3.7596
C 2.5217 -1.4428 4.1390
C 1.2099 -2.3418 4.5383
S 1.6717 -4.1137 4.0590
C 4.6335 -0.3279 1.8124
O 4.9874 -0.8520 0.6878
O 5.3422 -0.7652 2.9388
H 1.5246 3.3140 0.8752
H 1.9922 4.8948 1.6646
H 1.7542 3.4570 2.7754
H 2.7392 1.0658 -0.1976
H 1.4347 1.2190 1.0947
H 1.8511 -1.5549 1.4858
H 2.5480 -1.3645 -0.2598
H 0.1841 -1.8093 -0.6814
H 0.3106 0.0200 -0.7448
H -0.2898 -1.2248 1.9116
H -0.5960 1.0225 2.1096
H -1.0863 1.2402 0.3548
H -2.4479 2.7899 2.5145
H -4.8847 3.2887 3.2746
H -6.8171 1.3784 2.9456
H -6.1321 -0.9856 1.8181
H -3.3964 -2.3671 1.6272
H 2.9189 1.9378 3.6296
H 1.0500 -0.0443 3.0988
H 1.5898 0.4632 4.7727
H 3.2112 -1.4313 5.0478
H 2.9934 -1.9789 3.2503
H 0.3052 -2.0931 3.8669
H 0.9752 -2.3045 5.6531
H 2.3848 -4.0617 2.8466
C -6.5277 1.2131 -1.5686
C -7.2068 1.8691 -0.4044
N -7.7421 2.3816 0.5157
H -6.7092 1.7887 -2.4779
H -5.4519 1.1598 -1.3892
H -6.9160 0.2022 -1.7035
C 6.9874 7.5060 -1.7209
C 6.3369 8.1601 -0.5386
N 5.8236 8.6732 0.3940
H 6.7951 8.0917 -2.6213
H 8.0649 7.4398 -1.5619
H 6.5849 6.5006 -1.8563
C 10.5814 1.1214 -0.0636
C 9.7732 2.2443 -0.6413
N 9.1373 3.1377 -1.1032
H 10.0680 0.7032 0.8041
H 10.7144 0.3375 -0.8109
H 11.5611 1.4899 0.2448
C 5.6900 1.5060 -2.2406
C 4.3337 1.7954 -2.8114
N 3.2639 2.0237 -3.2620
H 5.7391 0.4669 -1.9082
H 6.4559 1.6745 -3.0002
H 5.8829 2.1602 -1.3885
C 4.5155 -4.3431 -1.7025
C 3.1054 -4.1531 -1.2312
N 1.9951 -4.0033 -0.8567
H 4.7800 -3.5541 -2.4081
H 5.1986 -4.3041 -0.8524
H 4.6144 -5.3114 -2.1962
C 2.9446 -7.6976 4.9991
C 2.7189 -9.1346 4.6327
N 2.5411 -10.2669 4.3441
H 2.2219 -7.0641 4.4833
H 2.8280 -7.5662 6.0759
H 3.9525 -7.3947 4.7110
C -0.7795 -1.3064 -4.1352
C -1.4368 -0.6457 -2.9619
N -1.9552 -0.1306 -2.0332
H -0.9730 -0.7320 -5.0428
H 0.2985 -1.3648 -3.9740
H -1.1769 -2.3154 -4.2570
C -2.6566 -4.9353 -1.9132
C -2.0392 -4.6491 -3.2492
N -1.5498 -4.4233 -4.3015
H -2.5214 -4.0777 -1.2509
H -3.7238 -5.1296 -2.0318
H -2.1823 -5.8100 -1.4654
C -4.8716 3.5613 -5.4506
C -6.0487 2.7003 -5.1027
N -6.9761 2.0205 -4.8284
H -4.7839 3.6491 -6.5347
H -5.0003 4.5563 -5.0215
H -3.9573 3.1173 -5.0535
C -8.3643 -3.0278 -1.5769
C -7.7221 -2.6512 -0.2752
N -7.2156 -2.3546 0.7499
H -8.5140 -4.1078 -1.6179
H -9.3308 -2.5302 -1.6713
H -7.7247 -2.7248 -2.4075
C -9.7527 3.0498 -3.1104
C -11.1039 3.3089 -3.7073
N -12.1688 3.5131 -4.1778
H -9.6880 2.0144 -2.7727
H -8.9766 3.2299 -3.8556
H -9.5895 3.7126 -2.2587
*
```

# 2
The following is a quantum chemistry calculation of C40H58N6P2Se2Si2Ti as an isolated structure, from the OMol25 dataset.

Summary:
* molar mass: 946.85 g/mol
* HOMO-LUMO gap: 6.325 eV
* energy: -239508.98563 eV
* HOMO level: -6.802 eV
* energy relative to the best compared isomer or geometry (same formula, charge and spin): 50.66 kJ/mol
* E_LUMO: -0.0175 hartree

```
! RIJCOSX wB97M-V def2-TZVPD def2/J DEFGRID3
* xyz 0 1
Ti 0.5873 -0.2414 -0.2124
C -3.2622 -1.5267 -0.0304
P -2.4393 -0.1136 -0.8508
C -3.3462 1.2513 0.0197
N -4.5929 1.4831 -0.2968
C -5.1896 2.6012 0.1984
C -6.5277 2.8876 -0.1448
C -7.1006 4.0526 0.2857
C -6.3670 4.9676 1.0704
C -5.0735 4.7006 1.4289
C -4.4670 3.4996 1.0047
N -3.2128 3.1836 1.4260
C -2.6785 2.0754 0.9846
P -1.0897 1.5499 1.7309
C -0.3855 3.1900 2.1592
C -1.7213 0.9731 3.4181
C -2.7229 1.9073 4.1006
C -2.3863 -0.3892 3.2834
C -0.4771 0.8573 4.3059
C -3.1841 -0.2012 -2.5806
C -2.6084 0.9174 -3.4484
C -4.7077 -0.1670 -2.7278
C -2.6983 -1.5601 -3.1029
H -4.3483 -1.4294 -0.0660
H -2.9403 -1.5825 1.0043
H -2.9586 -2.4477 -0.5144
H -7.0601 2.1741 -0.7596
H -8.1238 4.2862 0.0224
H -6.8430 5.8840 1.3934
H -4.4897 5.3743 2.0416
H -0.7376 3.5294 3.1280
H -0.7007 3.9183 1.4118
H 0.7023 3.1284 2.1508
H -3.6548 1.9946 3.5437
H -2.3275 2.9093 4.2574
H -2.9617 1.4893 5.0831
H -3.3330 -0.3041 2.7474
H -2.6097 -0.7860 4.2773
H -1.7482 -1.1117 2.7769
H -0.0718 1.8391 4.5548
H 0.3033 0.2743 3.8239
H -0.7427 0.3585 5.2405
H -3.0408 1.8806 -3.1843
H -2.8565 0.7220 -4.4938
H -1.5292 0.9800 -3.3585
H -5.1225 0.8048 -2.4972
H -5.2075 -0.9080 -2.1018
H -4.9404 -0.4008 -3.7714
H -1.6319 -1.7010 -2.9309
H -2.8632 -1.6048 -4.1815
H -3.2399 -2.3884 -2.6488
C -1.4811 -4.5473 -1.4534
Si 0.1457 -3.5843 -1.2453
C 1.3510 -4.8390 -0.4884
C 0.7581 -3.1173 -2.9554
N 0.0499 -2.1592 -0.1647
C 0.0087 -2.4888 1.1948
C -0.7510 -3.5365 1.7188
C -0.6739 -3.8525 3.0641
C 0.1540 -3.1154 3.9062
C 0.8937 -2.0560 3.4089
C 0.8371 -1.7249 2.0530
N 1.5295 -0.6683 1.4497
Si 3.0738 -0.0414 2.1263
C 4.4188 0.1668 0.8206
C 3.8340 -1.2830 3.3466
C 2.9442 1.5955 3.0565
H -1.5535 -4.8787 -2.4910
H -2.4068 -4.0302 -1.2245
H -1.4508 -5.4457 -0.8345
H 1.1261 -5.8326 -0.8840
H 1.2590 -4.8945 0.5952
H 2.3887 -4.6205 -0.7358
H 0.3329 -3.8061 -3.6881
H 1.8434 -3.2123 -3.0097
H 0.5113 -2.1062 -3.2676
H -1.4114 -4.0963 1.0702
H -1.2636 -4.6710 3.4561
H 0.2114 -3.3548 4.9601
H 1.4888 -1.4690 4.0890
H 4.9031 -0.7798 0.5915
H 5.1700 0.8090 1.2912
H 4.1298 0.6423 -0.1139
H 3.7343 -2.3242 3.0409
H 3.4757 -1.1939 4.3685
H 4.9024 -1.0458 3.3684
H 3.0925 2.4481 2.3934
H 3.7485 1.5971 3.7966
H 2.0089 1.7421 3.5939
Se 0.9402 0.6143 -3.0197
Se 1.8818 2.0656 -0.1996
C 0.6301 3.2773 -0.9513
C 1.1102 4.5141 -1.4043
C 0.2226 5.4313 -1.9214
C -1.1275 5.1031 -1.9794
C -1.5050 3.8611 -1.5156
N -0.6574 2.9576 -1.0138
C 2.3838 -0.4387 -2.5459
C 3.4676 -0.7968 -3.3604
C 4.3549 -1.7509 -2.9233
C 4.1597 -2.3508 -1.6731
C 3.1053 -1.9182 -0.9041
N 2.2596 -0.9660 -1.3224
H 2.1680 4.7270 -1.3489
H 0.5736 6.3912 -2.2773
H -1.8642 5.7902 -2.3715
H -2.5495 3.5708 -1.5346
H 3.5542 -0.3312 -4.3322
H 5.1857 -2.0520 -3.5475
H 4.8192 -3.1231 -1.3053
H 2.8956 -2.3213 0.0776
*
```